1:
{
  "formula": "C13H22NO",
  "method": "wB97M-V/def2-TZVPD",
  "elements": ["C", "C", "O", "N", "C", "C", "C", "C", "C", "C", "C", "C", "C", "C", "C", "H", "H", "H", "H", "H", "H", "H", "H", "H", "H", "H", "H", "H", "H", "H", "H", "H", "H", "H", "H", "H", "H"],
  "positions_angstrom": [[3.092, -1.154, 0.470], [2.213, -0.217, -0.370], [2.667, 1.086, -0.371], [0.765, -0.279, 0.211], [0.214, -1.600, -0.115], [0.807, -0.096, 1.622], [-0.211, 0.794, -0.439], [-0.089, 2.105, 0.241], [-0.016, 0.892, -1.889], [-1.684, 0.296, -0.200], [-2.300, 0.737, 0.967], [-3.710, 0.449, 1.129], [-4.353, -0.317, 0.168], [-3.673, -0.824, -0.899], [-2.386, -0.469, -1.124], [3.543, -0.799, 1.392], [3.868, -1.583, -0.169], [2.526, -2.024, 0.745], [2.117, -0.686, -1.371], [3.280, 1.286, 0.266], [0.097, -1.663, -1.165], [0.811, -2.297, 0.335], [-0.818, -1.727, 0.175], [1.540, 0.714, 1.905], [-0.328, -0.045, 1.980], [1.103, -1.017, 2.178], [0.678, 2.741, -0.242], [-1.183, 2.580, -0.089], [-0.008, 2.044, 1.257], [0.817, 1.431, -2.233], [0.046, -0.181, -2.357], [-0.924, 1.269, -2.294], [-1.811, 1.397, 1.677], [-4.085, 0.651, 2.120], [-5.397, -0.487, 0.255], [-4.075, -1.118, -1.795], [-2.001, -0.777, -2.111]],
  "smiles": "C[C@H](O)[N+](C)(C)C(C)(C)c1ccccc1",
  "e_lumo_ev": -2.44,
  "charge": 1,
  "orbital_gap_ev": 10.19
}

---

2:
{
  "formula": "C13H22NO",
  "method": "wB97M-V/def2-TZVPD",
  "elements": ["C", "C", "O", "C", "C", "C", "N", "C", "C", "C", "C", "C", "C", "C", "C", "H", "H", "H", "H", "H", "H", "H", "H", "H", "H", "H", "H", "H", "H", "H", "H", "H", "H", "H", "H", "H", "H"],
  "positions_angstrom": [[0.155, 4.330, 2.038], [0.703, 3.198, 1.273], [1.932, 3.017, 1.166], [-0.250, 2.186, 0.642], [0.440, 1.211, 0.103], [0.049, -0.119, -0.437], [-1.219, -0.066, -1.551], [0.197, -0.488, -1.799], [0.921, 0.504, -2.652], [0.265, -1.977, -2.114], [0.536, -2.893, -0.938], [-0.484, -2.680, 0.178], [-0.316, -1.176, 0.672], [-1.660, -0.762, 1.310], [0.762, -1.073, 1.748], [0.798, 5.240, 2.261], [0.308, 3.914, 3.074], [-0.849, 4.513, 1.898], [-1.323, 2.324, 0.769], [1.523, 1.265, 0.141], [-1.915, -0.844, -1.462], [-1.339, 0.839, -1.985], [0.566, 1.533, -2.421], [0.745, 0.330, -3.655], [1.953, 0.228, -2.651], [1.074, -2.307, -2.811], [-0.673, -2.284, -2.446], [1.569, -2.670, -0.505], [0.467, -3.914, -1.160], [-1.486, -2.948, -0.171], [-0.319, -3.217, 0.974], [-2.471, -0.558, 0.662], [-1.450, 0.009, 1.986], [-2.094, -1.521, 1.816], [1.004, -0.069, 1.929], [1.673, -1.657, 1.446], [0.209, -1.414, 2.672]],
  "smiles": "CC(=O)/C=C/[C@@]12[NH2+][C@]1(C)CCCC2(C)C",
  "e_lumo_ev": -3.29,
  "charge": 1,
  "orbital_gap_ev": 9.69
}

---

On energetic grounds, 1 is preferred over the next structure by 70.3 kJ/mol.